(1)
Here is a molecular structure, C32H56N2PdSbTe in a non-equilibrium geometry from the OMol25 dataset. Energies are from the ωB97M-V functional and the def2-TZVPD basis.

Geometry as XYZ:
```
93
Properties=species:S:1:pos:R:3:forces:R:3
Te 2.409 -0.687 -0.315 -0.82 0.54 0.33
Sb -0.472 0.206 -4.248 -0.33 0.85 -1.30
Pd 0.561 -0.086 1.595 0.35 -0.57 -0.63
N -0.846 -1.970 1.727 -0.05 -0.68 0.09
N -0.069 0.054 3.720 -0.15 0.51 -0.28
C -2.629 -0.112 -4.532 -0.69 -0.60 0.40
C 0.822 -0.785 -5.739 0.76 -0.70 0.10
C 3.716 0.936 -0.792 -0.07 -0.16 0.11
C -0.270 -3.087 0.959 -0.20 0.02 0.36
C -2.853 -1.552 -4.985 0.26 -0.04 -0.05
C 1.331 2.373 -3.097 0.09 -0.24 0.04
C -3.347 0.152 -3.208 0.13 0.14 0.12
C -0.577 1.370 4.155 0.07 -0.08 0.10
C 0.168 2.976 -5.254 -0.06 -0.55 -0.33
C -0.825 -2.255 3.180 -0.23 -0.02 -0.31
C -1.091 2.958 -3.065 -0.22 -0.23 -0.06
C 7.470 0.649 -0.377 0.01 -0.06 0.04
C 0.300 -0.294 -7.087 -0.47 0.29 0.26
C -1.086 -0.990 3.981 0.17 -0.02 0.06
C 0.326 3.957 0.802 0.38 -0.17 -0.08
C 7.573 -0.418 0.509 0.01 0.07 -0.05
C 6.225 1.076 -0.807 0.01 -0.03 0.02
C 0.023 2.316 -3.882 0.27 0.60 0.79
C -0.091 1.610 0.910 1.20 -0.04 0.64
C 6.432 -1.058 0.959 0.00 0.00 -0.02
C -2.226 -1.748 1.265 0.28 -0.13 0.07
C 2.259 -0.346 -5.476 -0.07 0.17 0.10
C 0.821 2.664 0.976 -0.74 0.50 -0.36
C 5.179 -0.633 0.530 0.03 0.04 0.00
C -1.023 4.166 0.556 -0.08 0.14 -0.05
C -1.438 1.785 0.640 0.10 0.25 -0.19
C 5.074 0.440 -0.352 0.06 0.06 0.02
C 1.191 -0.243 4.434 -0.03 0.08 0.02
C -3.051 0.877 -5.617 0.57 0.26 -0.05
C -1.893 3.093 0.462 -0.19 -0.16 -0.09
C 0.689 -2.297 -5.589 -0.12 -0.01 0.10
C 3.936 -1.312 1.050 0.05 -0.14 -0.17
H 6.517 -1.894 1.642 -0.01 -0.01 0.01
H -2.350 -1.780 -5.925 -0.03 0.00 -0.01
H -0.913 -3.971 1.014 0.04 -0.11 -0.05
H 2.166 1.916 -3.631 -0.01 0.01 -0.01
H -2.128 0.953 0.565 0.03 0.00 0.17
H 0.147 -2.688 3.425 -0.01 0.03 0.03
H -0.164 -2.793 -0.085 -0.01 -0.02 -0.05
H 1.034 -0.186 5.516 0.00 -0.06 0.01
H -1.398 5.173 0.435 -0.02 0.02 0.04
H -0.801 1.352 5.225 -0.03 0.03 0.00
H 0.961 -2.640 -4.589 0.04 -0.02 -0.03
H 0.948 -0.727 -7.856 0.09 -0.05 0.05
H -0.307 -2.665 -5.832 0.01 0.01 0.02
H 2.409 0.723 -5.629 0.00 0.00 0.01
H -1.111 -1.221 5.051 0.01 -0.02 0.00
H 2.902 -0.865 -6.191 -0.02 -0.03 -0.04
H 2.599 -0.622 -4.476 0.02 -0.02 -0.03
H -2.058 -0.568 3.727 -0.01 -0.02 0.01
H -2.943 3.264 0.259 -0.03 0.03 0.02
H 0.708 -3.352 1.362 0.01 0.02 -0.05
H -1.480 1.615 3.600 0.01 0.02 0.00
H 8.362 1.142 -0.738 0.01 0.01 0.01
H -2.549 -2.282 -4.234 -0.03 0.00 0.01
H -2.213 -1.485 0.207 -0.01 0.03 -0.02
H 0.342 0.789 -7.205 0.04 0.01 -0.05
H -2.863 -0.341 -2.362 -0.08 -0.05 0.01
H -0.785 3.981 -2.832 0.04 0.00 0.00
H -2.812 -2.665 1.388 -0.09 0.00 -0.02
H 1.583 3.422 -2.929 -0.03 0.01 -0.01
H 8.544 -0.754 0.843 0.01 -0.01 0.00
H 1.878 2.506 1.148 -0.10 -0.03 0.18
H -0.734 2.908 -5.863 -0.04 0.07 -0.02
H 1.386 -2.762 -6.289 0.01 0.02 -0.03
H 6.149 1.905 -1.499 0.00 0.02 -0.01
H -1.263 2.446 -2.116 0.06 0.06 0.03
H -4.357 -0.256 -3.281 -0.04 0.02 -0.05
H -4.117 0.712 -5.805 -0.03 -0.07 0.07
H 0.179 2.131 3.965 -0.02 0.00 -0.01
H 1.949 0.488 4.156 -0.04 -0.03 0.03
H 3.653 1.098 -1.865 0.09 0.05 0.00
H 1.006 4.797 0.862 -0.02 0.05 0.03
H 1.011 2.584 -5.824 0.03 0.04 0.00
H -3.924 -1.682 -5.158 -0.02 0.02 0.02
H -2.933 1.919 -5.320 -0.05 0.00 0.01
H -0.713 -0.641 -7.294 -0.01 -0.03 -0.06
H 1.229 1.900 -2.116 0.00 0.08 0.01
H -2.533 0.716 -6.564 -0.05 -0.01 -0.07
H -2.033 3.022 -3.610 0.00 0.01 -0.02
H -2.707 -0.951 1.825 0.01 0.03 -0.04
H 0.363 4.039 -5.080 -0.02 0.01 0.10
H 1.547 -1.245 4.194 0.01 0.03 -0.02
H -1.578 -3.011 3.425 -0.02 -0.01 0.13
H 3.986 -2.398 1.005 0.10 0.01 0.05
H 3.682 -0.998 2.064 -0.14 0.01 -0.09
H 3.396 1.839 -0.271 0.01 -0.05 -0.02
H -3.435 1.216 -2.988 0.05 -0.02 0.02
```
Positions in Å, forces in eV/Å.

- energy relative to the best compared isomer or geometry (same formula, charge and spin) (kcal per mole) = 18.3
- gap between HOMO and LUMO (spin up / spin down) (eV) = 2.43 / 2.67
- charge = +3
- E_HOMO (spin up / spin down) (hartree) = -0.556 / -0.553

Results of the Löwdin charge analysis, in e, for atoms 1 through 2:
1 Te 1.360
2 Sb 2.045

(2)
Here is 3 unconnected molecules or ions with the total composition C32H57ClFI2N5O7S from the OMol25 dataset. Energies are from the ωB97M-V functional and the def2-TZVPD basis.

Geometry as XYZ:
```
106
Properties=species:S:1:pos:R:3:forces:R:3
I 2.075 2.433 2.222 0.11 0.11 -0.03
I -2.770 3.562 1.975 -0.17 0.00 0.05
Cl -3.604 5.751 4.686 -0.02 0.12 -0.10
S 0.279 1.541 6.125 0.40 0.01 0.03
F -1.653 -0.980 2.536 -0.11 -0.04 0.10
O -4.947 4.291 6.290 -0.20 -0.03 0.12
O -0.382 -3.877 -1.849 -0.36 0.03 -0.07
O 1.304 2.240 6.819 -0.15 -0.13 -0.09
O 0.189 0.125 6.214 -0.01 0.18 0.11
O 0.350 1.996 4.596 -0.06 0.15 0.02
O 0.753 0.284 -5.833 0.30 0.01 -0.15
O -1.143 2.155 6.416 -0.19 0.07 -0.21
N 2.861 7.226 4.446 0.07 -0.36 -0.26
N 3.802 6.513 2.391 -0.10 -0.25 0.14
N -0.273 -4.546 -0.762 0.91 0.14 -0.39
N 0.499 -0.812 -6.448 -0.67 0.28 0.52
N 1.679 7.391 2.368 -0.36 -0.13 -0.06
C 0.459 -3.780 0.302 -0.25 0.06 0.55
C -0.975 2.287 4.094 -0.77 -0.47 0.04
C 0.028 -2.322 0.217 0.08 0.13 -0.16
C 1.625 -6.058 -1.208 0.17 0.08 -0.05
C -0.571 -0.653 -7.487 0.09 -0.16 -0.47
C -0.966 -2.037 -4.889 -0.23 0.04 0.12
C -3.978 4.295 5.613 0.10 -0.02 0.08
C 0.634 6.417 5.302 -0.06 -0.19 0.29
C -0.242 5.326 4.647 0.07 0.33 -0.09
C -0.335 -6.882 0.165 -0.04 0.07 0.04
C 2.698 7.054 3.038 0.34 0.08 0.14
C 1.964 -3.905 0.052 0.14 -0.06 -0.15
C 1.479 -1.818 -4.436 0.01 0.08 0.09
C -0.469 -1.722 -8.581 0.06 -0.04 0.05
C 0.101 3.079 1.861 0.16 -0.06 -0.10
C -0.834 -0.117 3.266 -0.10 0.02 -0.18
C 0.735 -3.310 -6.258 0.02 0.06 -0.08
C 2.153 6.179 5.224 0.01 0.18 0.02
C -1.939 -0.713 -6.798 -0.10 -0.02 0.16
C -2.108 -1.936 -5.898 0.11 0.01 -0.07
C 2.432 -5.348 -0.123 -0.08 0.00 0.02
C -3.101 3.062 5.492 -0.03 -0.23 -0.10
C -0.379 0.700 -8.163 -0.05 0.10 0.04
C -0.910 2.927 2.714 0.46 0.33 0.17
C -0.015 3.702 0.488 0.04 -0.16 0.02
C -1.724 0.934 3.923 0.06 -0.06 -0.11
C 0.425 -1.991 -5.524 0.31 -0.49 -0.09
C -1.570 3.092 5.326 0.32 0.32 0.30
C -0.613 -6.456 -2.255 0.02 0.02 -0.11
C 0.109 -5.977 -0.999 -0.32 -0.39 0.21
C -0.894 4.443 5.711 0.02 0.01 -0.18
C 0.100 -4.272 1.710 -0.04 -0.08 -0.05
H 2.217 -3.337 -0.850 -0.08 0.00 -0.02
H -0.558 -7.878 -0.217 0.03 0.00 -0.03
H -0.149 0.343 2.548 0.03 -0.08 0.14
H 3.851 7.149 4.651 -0.05 0.16 0.11
H 0.498 -1.771 1.033 0.00 -0.03 0.02
H -2.171 -2.846 -6.502 0.03 0.00 -0.01
H 2.364 -5.890 0.825 -0.04 0.00 0.00
H -0.153 -3.800 -6.653 -0.01 0.03 -0.02
H 1.446 -2.694 -3.786 -0.02 0.00 0.00
H 0.404 7.386 4.862 0.08 -0.02 0.09
H 0.372 6.496 6.364 -0.10 0.07 -0.14
H -0.752 -2.717 -8.252 0.00 0.00 0.02
H 2.368 5.184 4.810 -0.11 -0.02 0.03
H 0.429 -7.001 0.931 0.00 0.04 0.01
H 0.387 4.732 3.992 0.04 -0.07 -0.10
H -2.067 0.193 -6.196 0.08 0.01 0.00
H -2.713 -0.693 -7.570 -0.01 0.01 0.00
H -1.694 -6.356 -2.144 0.00 0.00 0.02
H 1.868 -5.611 -2.178 -0.07 0.03 0.00
H -0.366 4.735 0.565 0.02 -0.07 -0.01
H -1.110 0.794 -8.968 0.01 -0.02 -0.01
H -2.118 0.578 4.875 0.09 -0.05 -0.06
H -0.982 -4.304 1.842 0.00 0.01 0.00
H -0.306 -5.900 -3.137 -0.02 0.04 0.02
H 2.583 6.198 6.228 -0.01 0.04 -0.11
H 1.294 -0.935 -3.830 0.01 0.03 -0.05
H -3.565 2.447 4.715 0.00 0.13 0.07
H -0.724 3.132 -0.120 0.01 0.11 0.06
H -2.560 1.063 3.237 -0.06 0.10 0.12
H 3.558 6.069 1.516 0.09 0.23 -0.08
H 0.326 -1.864 -0.723 -0.02 -0.05 -0.02
H 0.546 -1.767 -8.980 0.00 0.01 0.00
H 0.621 0.782 -8.590 0.00 -0.01 0.01
H 0.942 3.694 -0.027 -0.06 0.06 0.06
H 1.012 7.867 2.966 0.02 0.04 -0.04
H 3.488 -5.355 -0.400 0.01 -0.02 0.02
H 0.505 -3.568 2.437 -0.01 0.04 -0.02
H -3.055 -1.864 -5.361 -0.01 -0.02 -0.01
H -3.299 2.554 6.439 0.03 -0.05 -0.13
H 2.477 -1.735 -4.870 -0.01 -0.01 -0.02
H 2.489 -3.429 0.883 0.01 0.01 0.00
H 1.197 -4.008 -5.560 -0.03 0.02 0.04
H -1.052 -2.227 0.321 0.00 -0.01 0.02
H -1.043 -2.958 -4.306 0.00 0.02 0.03
H -0.292 -0.722 3.990 0.07 0.11 -0.02
H 0.506 -5.250 1.952 0.00 0.00 -0.02
H 1.434 -3.150 -7.078 0.02 0.00 0.02
H -1.640 5.039 6.241 0.14 -0.06 0.08
H -0.376 -7.509 -2.410 -0.01 0.00 0.02
H -0.118 4.218 6.446 -0.08 -0.13 -0.07
H 4.382 5.922 2.965 -0.01 -0.05 -0.03
H -1.051 -1.211 -4.176 0.06 0.03 -0.04
H -1.141 -1.452 -9.396 0.00 0.04 0.00
H -1.239 -6.500 0.637 -0.01 -0.01 -0.02
H -0.990 5.822 4.024 0.00 -0.27 -0.03
H 1.905 -7.113 -1.266 0.00 -0.01 -0.01
H -0.522 1.524 -7.469 0.03 -0.02 0.02
```
Positions in Å, forces in eV/Å.

- gap between HOMO and LUMO (spin up / spin down) (eV) = 7.50 / 8.66
- charge = 0
- E_HOMO (spin up / spin down) (hartree) = -0.292 / -0.334
- multiplicity = 3

Results of the Löwdin charge analysis, in e, for atoms 1 through 2:
1 I 1.007
2 I 1.131